# 1
12 unconnected molecules or ions with the total composition C56H144N8O24 at a distorted geometry, computed with ωB97M-V/def2-TZVPD.

As for the orbital gap: 9.06 eV. The energy above the lowest of the compared OMol25 structures with the same formula, charge and spin is 0.304 eV.

Each line ends with the Mulliken charge.
Positions of all 232 atoms, in Å:
C 10.1282 -28.4478 -11.9328  1.155
C 9.4392 -29.5598 -11.1115  -0.555
O 10.1233 -29.7391 -9.8865  0.238
O 11.5067 -28.6963 -12.2009  -0.255
H 10.0414 -27.5011 -11.3586  -1.355
H 9.5424 -28.2620 -12.8561  0.717
H 9.3473 -30.4642 -11.7166  -0.419
H 8.4274 -29.2221 -10.9492  0.641
H 11.0820 -29.7796 -10.0693  -0.457
H 11.5362 -29.4360 -12.8095  -0.127
C 8.5080 -25.2915 -6.2188  0.490
C 8.4531 -23.8664 -5.7764  -0.157
O 7.1109 -23.4907 -5.4644  -0.587
O 8.2614 -26.1394 -5.1306  -0.473
H 9.4626 -25.6356 -6.6384  -0.598
H 7.6707 -25.3845 -6.9527  0.216
H 8.8244 -23.2877 -6.6388  -0.167
H 9.1687 -23.7131 -4.9774  0.584
H 7.1040 -22.6985 -4.9120  0.332
H 7.4230 -25.9135 -4.6987  0.334
C 16.2232 -32.0039 -14.2518  -0.639
C 16.4475 -31.7020 -12.7819  1.857
O 17.2977 -30.5274 -12.6389  -0.800
O 15.4259 -33.1816 -14.3786  -0.500
H 17.2189 -32.0526 -14.6822  0.274
H 15.7326 -31.2073 -14.8554  0.303
H 16.9284 -32.5537 -12.3082  -0.623
H 15.5428 -31.5520 -12.2204  -0.701
H 17.2484 -30.2775 -11.7047  0.253
H 15.9028 -33.8748 -13.9104  0.318
C 12.5971 -26.4418 -4.3097  -0.079
C 12.8203 -27.8740 -4.7669  0.365
O 11.9217 -28.7703 -4.1227  -0.686
O 12.8454 -26.2966 -2.9397  -0.620
H 11.5462 -26.1799 -4.5542  0.062
H 13.2506 -25.7111 -4.8388  0.131
H 13.8180 -28.2303 -4.3937  0.289
H 12.6926 -27.8772 -5.8766  -0.197
H 11.1752 -29.1645 -4.6417  0.221
H 12.4301 -27.0607 -2.5009  0.380
C 14.5550 -34.4437 -8.9151  -0.304
O 15.7217 -34.8639 -9.6234  -0.403
C 16.6109 -35.4317 -8.5854  -0.057
C 17.8912 -35.9386 -9.3362  -1.001
N 18.5889 -34.8563 -10.0398  0.132
C 19.6117 -35.2569 -11.0167  -0.773
C 20.3119 -34.0814 -11.6746  -0.798
O 19.3352 -33.2640 -12.3210  -0.104
C 19.8948 -32.2549 -13.1792  -0.766
H 14.0083 -35.2863 -8.4512  0.479
H 13.8880 -33.9379 -9.6233  -0.136
H 14.7638 -33.7407 -8.0953  0.167
H 16.1675 -36.2318 -7.9660  0.512
H 16.8702 -34.6434 -7.8778  -0.085
H 17.5749 -36.6908 -10.0410  0.381
H 18.5655 -36.4227 -8.6313  0.464
H 17.9047 -34.3403 -10.6106  -0.225
H 19.1932 -35.9485 -11.7406  0.425
H 20.4273 -35.7774 -10.5097  0.448
H 21.1330 -34.4269 -12.3195  0.499
H 20.7620 -33.4745 -10.8930  0.341
H 20.1315 -32.7727 -14.1006  0.244
H 20.7885 -31.8688 -12.6510  0.390
H 19.1296 -31.5006 -13.2933  0.172
C 8.8621 -19.1867 -9.1476  -0.384
O 7.7468 -19.5959 -8.2817  -0.500
C 7.6719 -21.0507 -8.1900  0.170
C 6.9329 -21.6918 -9.3132  -0.699
N 7.0941 -23.1328 -9.2596  -0.406
C 8.1964 -23.8413 -9.8537  1.945
C 7.8370 -24.3367 -11.2049  -1.089
O 8.9569 -25.1142 -11.6998  0.153
C 8.6302 -25.5814 -13.0452  -1.003
H 8.5496 -18.3240 -9.7718  0.165
H 9.1142 -19.9800 -9.8537  0.128
H 9.7390 -18.8439 -8.6074  0.280
H 7.2270 -21.2458 -7.1956  0.142
H 8.7153 -21.3986 -8.1484  -0.015
H 7.2250 -21.3537 -10.2992  0.361
H 5.8587 -21.5002 -9.0946  0.254
H 6.9927 -23.4202 -8.3037  0.453
H 8.4889 -24.6683 -9.2244  -0.717
H 9.1659 -23.3237 -9.9623  -0.690
H 7.6612 -23.4944 -11.8169  0.438
H 6.9275 -24.8693 -11.1635  0.412
H 8.1581 -24.7778 -13.6414  0.408
H 7.8695 -26.3882 -12.8662  0.280
H 9.5599 -25.9855 -13.4977  0.213
C 15.1956 -23.1228 -9.3806  -0.723
O 16.4285 -23.2814 -10.0590  -0.411
C 16.2976 -23.1573 -11.4557  -0.007
C 17.6921 -23.4219 -12.0675  -0.696
N 17.7262 -23.7574 -13.4847  -0.291
C 17.5715 -22.5606 -14.3526  -0.558
C 17.9450 -22.8162 -15.8558  -0.545
O 17.7776 -21.6893 -16.6543  -0.334
C 18.7449 -20.6423 -16.5481  -0.701
H 15.3907 -23.4442 -8.3625  0.476
H 14.4251 -23.7767 -9.8221  0.092
H 14.8320 -22.0886 -9.3859  0.315
H 15.9609 -22.1664 -11.7505  0.200
H 15.5230 -23.8470 -11.8234  0.093
H 18.1614 -24.2643 -11.5690  0.406
H 18.2802 -22.5073 -11.7223  0.236
H 18.6385 -24.1142 -13.6741  0.260
H 18.1103 -21.7665 -13.8767  0.442
H 16.5144 -22.1906 -14.3027  0.184
H 17.2131 -23.6019 -16.1323  0.280
H 18.9839 -23.2144 -15.9068  0.374
H 19.7665 -21.0229 -16.6432  0.316
H 18.6451 -20.0380 -15.6374  0.265
H 18.5215 -19.9851 -17.3615  0.251
C 16.1984 -26.4102 -9.1290  -0.880
O 16.7379 -27.6853 -8.8613  -0.403
C 17.6309 -28.1197 -9.8466  -0.540
C 18.1189 -29.4968 -9.6479  -0.867
N 17.0882 -30.5443 -9.6069  1.508
C 17.5528 -31.8627 -9.1599  -0.337
C 17.7767 -31.9273 -7.6714  -1.521
O 16.5099 -31.7556 -6.9579  0.026
C 16.7952 -31.3611 -5.6161  -0.875
H 15.4859 -26.2884 -8.3349  0.291
H 15.7240 -26.4329 -10.1264  0.261
H 17.0489 -25.7146 -9.1484  0.592
H 18.4877 -27.3953 -9.9080  0.412
H 17.1672 -27.9755 -10.8486  0.318
H 18.7879 -29.5424 -8.7670  0.592
H 18.7562 -29.6996 -10.5425  0.242
H 16.3089 -30.1725 -9.0676  -0.439
H 18.3752 -32.2274 -9.7448  0.314
H 16.8353 -32.6516 -9.3677  -0.267
H 18.4413 -31.1504 -7.3818  0.646
H 18.3181 -32.8483 -7.4273  0.614
H 17.3014 -30.3862 -5.5684  0.293
H 17.4322 -32.1018 -5.0702  0.301
H 15.8404 -31.3531 -5.0898  0.138
C 10.3244 -30.1363 -17.3376  -0.704
O 11.1325 -30.9620 -16.5272  -0.355
C 12.0724 -30.1778 -15.7391  -1.001
C 12.6026 -30.9749 -14.6437  0.015
N 11.5776 -31.1848 -13.6210  -0.108
C 11.8390 -32.4784 -12.8366  -0.379
C 10.6251 -32.8034 -12.0274  -0.333
O 9.6093 -33.0401 -13.0362  -0.454
C 8.2800 -33.2205 -12.4644  -0.713
H 9.7892 -30.7000 -18.1207  0.258
H 10.9141 -29.3765 -17.8787  0.295
H 9.6146 -29.5438 -16.7185  0.249
H 11.5912 -29.2800 -15.3779  0.339
H 12.9408 -29.9163 -16.3345  0.485
H 13.4505 -30.3711 -14.2373  0.002
H 12.9907 -31.9243 -14.9826  0.404
H 10.6598 -31.2970 -14.0232  0.299
H 12.6854 -32.3736 -12.1285  -0.080
H 12.0974 -33.3225 -13.5285  0.528
H 10.3707 -31.9913 -11.3555  -0.286
H 10.7500 -33.7130 -11.4219  0.738
H 8.3474 -33.9901 -11.7046  0.319
H 7.6655 -33.5340 -13.2812  0.259
H 7.8592 -32.2531 -12.0938  0.208
C 12.2999 -24.2860 -11.5967  0.211
O 13.1416 -23.4086 -12.2707  -0.287
C 12.3957 -22.3665 -12.9116  -1.082
C 11.8897 -21.3825 -11.9311  0.420
N 12.9973 -20.5687 -11.4528  -0.302
C 12.6429 -19.7655 -10.3009  0.372
C 12.3212 -18.3747 -10.6080  -1.196
O 11.0147 -18.2639 -11.1007  -0.103
C 10.7085 -17.0011 -11.5593  -0.975
H 11.4116 -24.5638 -12.1787  0.145
H 11.9016 -23.8357 -10.6789  -0.025
H 12.8162 -25.1989 -11.3076  -0.100
H 11.6428 -22.8154 -13.5787  0.377
H 13.1660 -21.8958 -13.5422  0.437
H 11.4367 -21.9280 -11.0641  -0.352
H 11.1042 -20.8618 -12.4900  0.272
H 13.7478 -21.2420 -11.2882  0.098
H 13.5499 -19.7056 -9.6898  0.485
H 11.8673 -20.2444 -9.7235  -0.304
H 12.9472 -18.0262 -11.4698  0.449
H 12.5293 -17.6505 -9.8074  0.477
H 11.3139 -16.7141 -12.4108  0.354
H 10.8771 -16.2732 -10.7426  0.353
H 9.6751 -16.9439 -11.8992  0.257
C 12.8174 -33.6232 -4.9184  -0.591
O 11.8468 -32.8376 -5.5432  -0.410
C 12.2523 -31.5392 -5.9191  0.356
C 11.1306 -30.8438 -6.6595  0.788
N 10.1087 -30.3412 -5.7802  -0.372
C 9.1959 -29.4428 -6.5003  0.852
C 7.9376 -29.3003 -5.6846  -0.735
O 7.1494 -30.4418 -5.3827  -0.433
C 6.7691 -31.1476 -6.6137  -0.605
H 13.7343 -33.8155 -5.5008  0.103
H 12.3465 -34.5937 -4.6888  0.278
H 13.1694 -33.1878 -3.9743  0.302
H 13.1091 -31.7258 -6.5840  -0.474
H 12.5720 -30.9101 -5.0719  0.413
H 10.7175 -31.5376 -7.4268  0.346
H 11.5358 -29.9992 -7.1887  -0.632
H 9.5729 -31.0641 -5.3924  0.380
H 9.0214 -29.8307 -7.5197  -0.249
H 9.7314 -28.5078 -6.5546  -0.433
H 7.3401 -28.5734 -6.2115  0.471
H 8.1988 -28.7761 -4.7599  0.296
H 6.3045 -32.0070 -6.1568  0.272
H 7.6326 -31.4646 -7.2293  0.162
H 6.1257 -30.5174 -7.2057  0.318
C 13.4905 -31.0794 -9.5316  -0.038
O 12.8279 -29.8645 -9.4535  0.729
C 13.6401 -28.7376 -9.5064  -1.607
C 12.7550 -27.5091 -9.7021  1.538
N 11.7433 -27.4132 -8.6262  0.654
C 10.9559 -26.1245 -8.8664  0.500
C 11.7037 -25.0369 -8.1800  -0.590
O 10.9512 -23.7836 -8.1174  1.307
C 11.6906 -22.8479 -7.4205  -0.862
H 14.0855 -31.1467 -10.4274  -0.220
H 12.7206 -31.8626 -9.5970  0.407
H 14.1130 -31.2514 -8.6608  -0.132
H 14.4301 -28.7832 -10.2789  0.348
H 14.1210 -28.6741 -8.5173  0.371
H 12.2818 -27.4090 -10.7220  -0.436
H 13.3825 -26.6170 -9.5871  -0.766
H 11.0742 -28.1779 -8.8654  -0.554
H 10.0281 -26.1743 -8.2750  -0.207
H 10.7453 -25.9537 -9.8768  -0.576
H 12.6560 -24.7888 -8.6722  -0.443
H 11.8569 -25.3494 -7.1257  -0.125
H 11.2192 -21.8612 -7.3499  0.224
H 12.7560 -22.7526 -7.7843  -0.121
H 11.7367 -23.1846 -6.4007  0.418

# 2
2 unconnected molecules or ions with the total composition C4H9NO2 at a distorted geometry, computed with ωB97M-V/def2-TZVPD.

As for the orbital gap: 4.61 eV. The energy above the lowest of the compared OMol25 structures with the same formula, charge and spin is 9.002 eV.

Each line ends with the Mulliken charge.
Positions of all 16 atoms, in Å:
C -0.9659 -0.7231 0.7297  -0.287
C -1.4386 0.1154 -0.3983  0.315
C -0.5804 -0.3024 -1.6749  -0.681
O -1.2348 1.4207 -0.2885  -0.509
C 0.1497 -0.6396 1.5002  -0.254
N 0.9955 0.4168 1.3030  -0.133
O 2.4293 -0.0769 -0.6415  -0.890
H 0.4888 -1.3582 2.2385  0.382
H -1.3382 -1.7614 0.7484  0.292
H -2.4831 -0.2286 -0.5441  0.287
H -0.7532 0.1092 -2.6647  0.335
H -0.5281 -1.3901 -1.7663  0.310
H 0.4266 -0.0263 -1.3859  0.123
H 2.8357 -0.6491 -1.3049  0.207
H 1.2276 0.6052 0.3251  0.261
H 1.5276 0.6561 2.1198  0.243